Molecular formula: C4H10O2SSi
Method: DFT, ωB97M-V/def2-TZVPD

Calculated values
ΔE to the lowest compared entry with this formula, charge and spin = 43.1 kJ/mol
F_max = 4.141 eV/A
Orbital gap = 7.80 eV

Each line ends with the Mulliken charge.
Positions of all 18 atoms, in Å:
C (-2.964, 0.038, 0.555)  -0.965
C (0.856, 0.090, -0.111)  0.967
C (1.749, 0.905, -1.025)  -1.276
C (0.571, 0.638, 1.273)  -1.566
O (0.068, -2.367, 0.325)  -0.582
O (-0.404, 0.071, -0.733)  -0.159
Si (-1.765, -0.797, -0.452)  0.379
S (1.365, -1.638, 0.307)  0.350
H (-2.673, 1.037, 0.807)  0.225
H (-3.991, 0.027, 0.301)  0.370
H (1.147, 1.797, -1.372)  0.320
H (1.967, 0.203, -1.768)  0.431
H (2.638, 1.274, -0.384)  0.300
H (-0.158, -0.173, 1.820)  0.342
H (0.109, 1.624, 1.294)  0.318
H (1.408, 0.845, 1.780)  0.519
H (1.759, -1.965, -0.939)  0.144
H (-1.684, -1.606, -1.676)  -0.118

Atomic forces in eV per Å
1.686 -1.189 -1.957
-2.203 1.690 0.709
0.338 1.548 2.901
-3.772 -1.708 -0.056
-1.498 -0.151 0.729
1.349 -0.408 -0.292
-1.027 1.271 0.633
0.466 -0.082 -0.911
0.597 0.329 0.527
-1.032 -0.730 0.128
0.808 -1.145 0.243
0.995 -0.303 -1.789
-1.055 -0.663 -1.518
1.800 2.210 -0.962
-0.699 -0.207 -0.630
3.428 -0.083 2.316
0.685 0.240 -0.405
-0.867 -0.620 0.334



Molecular formula: C42H66O30S3
Method: DFT, ωB97M-V/def2-TZVPD

Calculated values
Net charge = +1
2S+1 = 2
F_max = 5.910 eV/A
Orbital gap (spin up / spin down) = 7.52 / 2.34 eV

Each line ends with the Löwdin spin population.
Positions of all 141 atoms, in Å:
O (0.590, 5.359, -4.857)  0.000
C (0.789, 4.125, -4.847)  0.000
O (0.299, 3.328, -5.773)  0.000
C (0.978, 2.108, -5.577)  0.000
C (1.263, 1.967, -4.110)  0.000
C (1.488, 3.373, -3.737)  0.000
H (1.900, 1.956, -6.138)  0.000
H (0.411, 1.267, -5.978)  0.000
H (2.134, 1.356, -3.874)  0.000
H (0.299, 1.730, -3.660)  0.000
H (2.550, 3.408, -3.981)  0.000
H (1.284, 3.789, -2.750)  0.000
O (0.303, 2.775, 3.272)  0.000
C (1.045, 3.749, 3.333)  0.000
O (2.338, 3.631, 3.186)  0.000
C (2.927, 4.922, 3.000)  0.000
C (1.866, 5.985, 3.076)  0.000
C (0.606, 5.250, 3.548)  0.000
H (3.357, 4.890, 1.999)  0.000
H (3.619, 5.079, 3.827)  0.000
H (1.764, 6.415, 2.080)  0.000
H (2.010, 6.760, 3.828)  0.000
H (-0.238, 5.333, 2.863)  0.000
H (0.436, 5.320, 4.622)  0.000
O (-4.607, -4.216, -2.002)  0.000
C (-4.434, -3.030, -1.732)  0.000
O (-4.530, -2.010, -2.564)  0.000
C (-4.357, -0.838, -2.005)  0.000
C (-3.576, -1.081, -0.746)  0.000
C (-4.246, -2.407, -0.347)  0.000
H (-5.314, -0.317, -1.958)  0.000
H (-3.655, -0.222, -2.568)  0.000
H (-3.571, -0.266, -0.023)  0.000
H (-2.500, -1.223, -0.843)  0.000
H (-5.163, -2.214, 0.210)  0.000
H (-3.569, -2.954, 0.309)  0.000
O (0.416, 4.341, -0.563)  0.000
C (-0.643, 4.905, -0.319)  0.000
O (-0.693, 5.868, 0.575)  0.000
C (-2.085, 6.342, 0.747)  0.000
C (-2.939, 5.217, 0.191)  0.000
C (-2.053, 4.860, -1.021)  0.000
H (-2.189, 7.277, 0.198)  0.000
H (-2.258, 6.426, 1.820)  0.000
H (-3.903, 5.642, -0.088)  0.000
H (-3.127, 4.358, 0.835)  0.000
H (-2.073, 5.426, -1.953)  0.000
H (-2.145, 3.776, -1.083)  0.000
O (5.696, -3.683, 2.216)  0.001
C (5.021, -2.838, 2.829)  0.000
O (4.169, -3.049, 3.874)  0.000
C (3.759, -1.815, 4.525)  0.000
C (4.671, -0.708, 4.041)  0.000
C (5.014, -1.338, 2.552)  0.000
H (3.829, -1.991, 5.598)  0.000
H (2.725, -1.572, 4.278)  0.000
H (5.570, -0.721, 4.657)  0.000
H (4.143, 0.241, 4.131)  0.000
H (6.039, -1.144, 2.236)  0.000
H (4.228, -1.002, 1.876)  0.000
O (5.121, -6.173, -1.076)  0.719
C (4.404, -6.339, -0.114)  0.077
O (4.772, -7.230, 0.851)  0.068
C (3.675, -7.402, 1.801)  0.006
C (2.890, -6.045, 1.653)  0.033
C (3.033, -5.728, 0.225)  0.078
H (4.031, -7.381, 2.831)  0.004
H (3.215, -8.356, 1.542)  0.000
H (3.411, -5.260, 2.200)  0.002
H (1.998, -5.767, 2.215)  0.011
H (2.995, -4.639, 0.214)  -0.001
H (2.170, -6.071, -0.346)  0.003
O (-3.999, -4.638, 3.533)  0.000
C (-3.440, -5.086, 2.590)  0.000
O (-4.091, -5.559, 1.490)  0.000
C (-3.248, -6.079, 0.503)  0.000
C (-1.935, -5.464, 0.794)  0.000
C (-1.923, -5.111, 2.224)  0.000
H (-3.594, -5.771, -0.484)  0.000
H (-3.170, -7.160, 0.619)  0.000
H (-1.876, -4.555, 0.195)  0.000
H (-1.074, -6.062, 0.497)  0.000
H (-1.451, -4.161, 2.476)  0.000
H (-1.541, -6.022, 2.685)  0.000
O (-2.026, 2.410, -3.073)  0.000
C (-2.783, 2.961, -3.879)  0.000
O (-4.016, 3.297, -3.495)  0.000
C (-4.634, 4.219, -4.382)  0.000
C (-3.991, 3.789, -5.686)  0.000
C (-2.585, 3.354, -5.385)  0.000
H (-4.534, 5.240, -4.015)  0.000
H (-5.676, 3.949, -4.204)  0.000
H (-3.970, 4.679, -6.315)  0.000
H (-4.564, 3.005, -6.181)  0.000
H (-1.816, 4.114, -5.519)  0.000
H (-2.289, 2.462, -5.937)  0.000
O (0.830, -2.969, 4.895)  0.000
C (0.075, -2.030, 5.053)  0.000
O (-0.640, -1.518, 4.057)  0.000
C (-1.482, -0.523, 4.356)  0.000
C (-0.886, -0.065, 5.665)  0.000
C (-0.399, -1.348, 6.339)  0.000
H (-2.430, -1.021, 4.558)  0.000
H (-1.415, 0.340, 3.693)  0.000
H (-1.620, 0.305, 6.381)  0.000
H (-0.040, 0.614, 5.557)  0.000
H (-1.275, -1.908, 6.665)  0.000
H (0.331, -1.280, 7.145)  0.000
C (3.530, 1.747, 0.548)  0.000
C (3.353, 2.851, -0.392)  0.000
O (3.611, 2.376, -1.651)  0.000
S (4.376, 0.890, -1.677)  0.000
O (5.719, 0.818, -2.286)  0.000
O (3.387, -0.190, -2.044)  0.000
O (4.567, 1.018, 0.025)  0.000
H (2.622, 1.154, 0.661)  0.000
H (3.858, 2.083, 1.531)  0.000
H (3.999, 3.715, -0.233)  0.000
H (2.337, 3.244, -0.434)  0.000
C (-0.996, -2.775, -2.903)  0.000
C (-1.711, -3.576, -4.024)  0.000
O (-2.264, -2.622, -4.867)  0.000
S (-1.602, -1.198, -4.867)  0.000
O (-2.728, -0.299, -5.037)  0.000
O (-0.388, -1.065, -5.636)  0.000
O (-1.296, -1.429, -3.245)  0.000
H (0.086, -2.753, -2.771)  0.000
H (-1.464, -2.783, -1.919)  0.000
H (-2.524, -4.256, -3.767)  0.000
H (-1.102, -4.337, -4.512)  0.000
C (-0.029, 0.531, -0.736)  0.000
C (-0.321, 0.922, 0.733)  0.000
O (0.406, 0.022, 1.471)  0.000
S (0.502, -1.505, 0.710)  0.000
O (-0.737, -2.145, 0.949)  0.000
O (1.686, -2.190, 1.130)  0.000
O (0.463, -0.811, -0.752)  0.000
H (0.694, 1.163, -1.251)  0.000
H (-0.949, 0.646, -1.310)  0.000
H (-1.349, 0.886, 1.092)  0.000
H (0.064, 1.938, 0.823)  0.000

Atomic forces in eV per Å
0.350 -3.288 -0.176
-0.816 5.286 1.772
0.791 -0.431 -0.641
0.432 -3.037 -1.044
-1.796 -0.681 0.746
1.549 1.225 -1.139
0.343 1.135 -0.338
-0.630 0.284 0.218
-0.617 -0.461 0.024
0.190 -1.109 0.362
0.407 1.260 0.397
-0.090 -0.283 -0.177
0.886 1.275 0.252
-3.004 -0.725 0.181
0.726 0.037 -0.173
0.980 0.198 0.498
-1.420 0.564 0.217
1.058 -2.485 -1.200
0.536 0.156 0.353
0.553 -0.267 -0.481
-0.391 0.230 0.241
0.755 0.111 -0.403
-0.217 0.480 0.675
-0.487 0.375 -0.225
0.766 2.367 -0.110
-1.380 -2.281 1.843
-0.551 -4.562 -3.717
2.206 5.232 0.926
-0.684 -0.256 1.752
1.689 0.370 0.899
0.014 0.178 0.623
-0.533 0.140 -0.912
-0.786 -0.037 0.158
-0.009 -0.251 -0.902
-0.287 -0.324 -0.374
-0.307 -0.464 -0.143
-1.646 0.095 0.337
0.643 0.715 -2.150
-0.662 0.868 1.447
0.454 -0.969 1.052
0.013 1.701 -1.685
1.167 -2.907 2.194
-0.058 -0.060 0.180
0.284 0.586 -0.067
-0.092 -0.189 -0.092
0.406 0.184 0.141
-0.133 -0.116 0.230
-0.373 0.086 -1.499
-2.367 1.457 1.827
0.109 0.055 -0.720
0.826 -0.886 -0.596
-0.247 0.038 0.144
0.642 -1.820 -1.498
0.569 0.939 2.276
-0.065 -0.119 -0.104
0.018 -0.484 -0.162
0.113 0.314 -0.197
0.333 0.064 -0.536
-0.358 0.640 -0.373
0.284 -0.365 -0.328
0.162 0.563 -0.742
-0.455 -2.370 3.356
-0.366 1.798 -1.951
-1.288 1.598 1.154
1.581 -0.929 1.913
-1.198 1.737 -0.692
0.660 -0.546 -0.339
-0.297 0.306 0.034
1.329 -0.302 0.112
-1.105 -1.159 -0.830
0.456 0.156 -0.957
0.628 -0.484 -0.803
-0.188 -0.027 0.569
1.226 0.414 -1.773
-1.638 0.175 1.010
0.190 -0.793 -0.297
1.653 1.491 -1.902
-1.171 -0.701 1.297
-0.353 -0.363 0.157
-0.426 -0.204 -0.221
0.191 0.234 -0.086
-0.075 -0.212 -0.045
0.201 -0.402 0.296
0.432 0.475 0.996
-1.070 0.803 -1.811
1.786 -0.897 0.796
0.851 -0.067 1.702
-0.664 -1.525 0.479
-0.767 1.945 -1.645
-0.292 -0.748 1.822
0.592 0.102 -0.320
-0.260 0.317 -0.895
-0.131 -0.242 -0.526
-0.044 0.087 0.144
-0.227 0.005 0.202
0.063 0.066 0.102
-0.574 1.154 -0.032
0.368 -1.912 1.289
2.793 -3.042 -3.385
-0.790 1.970 2.623
-0.602 0.673 2.891
0.277 -0.154 -1.599
-0.693 0.819 -0.501
-0.528 -0.550 -0.611
-0.051 0.914 -0.428
-0.242 0.239 -0.246
0.044 -0.227 0.206
-0.036 0.049 -0.310
-0.752 -0.102 1.818
-1.202 2.816 0.480
1.405 -2.789 -3.555
-0.251 -1.721 0.910
-3.555 0.825 1.539
2.720 3.559 1.201
1.688 -2.317 -2.878
-0.105 -0.199 0.018
-0.187 0.037 0.013
0.332 -0.106 0.315
-0.093 -0.069 0.290
-0.627 1.161 0.261
0.564 -1.910 0.724
-0.391 -0.272 -2.401
-1.132 -0.005 1.718
2.233 -0.735 0.217
-1.401 -0.293 1.027
0.144 2.758 -1.568
0.063 -1.062 -0.408
0.048 -0.999 0.065
-0.440 0.702 0.940
0.873 0.740 -0.556
-1.194 0.822 -0.222
0.022 0.635 -1.411
2.202 -3.070 1.100
-0.977 3.866 1.096
-0.654 -0.714 -0.375
-0.131 0.855 -1.101
0.700 -1.706 0.582
0.323 -0.101 0.389
-0.009 -0.568 -0.249
-0.293 0.021 -0.613
0.043 -0.079 0.625